A cluster of 8 separate species, C60H69F2N7O4Si in total. Source: OMol25; level of theory: ωB97M-V/def2-TZVPD.

Geometry as XYZ:
```
143
Properties=species:S:1:pos:R:3:forces:R:3:lowdin_charge:R:1
C 2.14728 -4.89845 2.90699 0.16 -0.22 -0.02 -0.11
C 0.85756 -5.17647 2.14794 -0.11 0.14 0.08 -0.21
C -0.03538 -3.94330 2.00057 0.13 0.03 0.27 -0.21
O -0.34824 -3.73914 0.63330 -0.13 -0.33 -0.26 -0.13
C -1.48227 -2.95491 0.37600 0.19 0.23 0.09 -0.14
C -1.09504 -1.66647 -0.28945 0.25 -0.14 0.16 -0.10
C 0.13842 -1.35352 -0.67067 0.01 0.04 0.08 0.07
C 0.35866 -0.04115 -1.34070 0.22 -0.31 0.01 -0.32
O 1.09603 0.06235 -2.29531 -0.01 0.17 0.20 0.10
C -0.44624 1.08467 -0.76305 -0.44 0.07 0.06 0.00
C 0.17263 2.45308 -0.53847 0.35 -0.16 0.20 -0.44
F -0.70255 3.43437 -0.94655 -0.02 -0.06 -0.14 0.06
F 1.27128 2.59017 -1.33213 -0.17 0.05 0.04 0.09
C 0.52379 2.70238 0.94904 0.03 0.23 -0.18 -0.12
C 2.01245 2.92343 1.28803 -0.16 -0.41 0.07 -0.20
Si 2.84160 1.46744 2.18189 0.40 0.04 0.37 0.59
C 1.62380 0.14701 2.71340 0.14 -0.10 -0.04 -0.15
C 3.63810 2.13626 3.74022 -0.07 0.06 0.00 -0.18
C 4.20060 0.68239 1.14898 -0.08 0.02 -0.09 -0.25
C 5.51913 0.61490 1.60415 0.11 -0.11 -0.13 -0.12
C 6.51694 0.02878 0.83077 -0.13 0.03 -0.08 -0.09
C 6.21889 -0.50084 -0.41805 -0.13 0.09 0.16 -0.08
C 4.91085 -0.44512 -0.88685 0.06 0.00 0.07 -0.07
C 3.92196 0.14182 -0.11159 0.18 -0.01 0.15 -0.09
C -1.69426 0.77687 -0.38337 0.31 0.26 -0.10 -0.01
C -2.69427 1.73499 0.19624 -0.17 0.01 0.14 -0.14
O -3.59915 1.03796 1.02591 -0.03 -0.09 0.06 -0.13
C -3.86425 1.71152 2.25703 0.30 -0.07 -0.03 -0.22
C -2.74437 1.50215 3.26467 -0.05 -0.10 0.09 -0.21
C -2.74044 0.10300 3.89510 0.17 0.12 0.14 -0.09
C -2.13926 -0.64882 -0.55535 -0.11 0.15 -0.20 -0.27
O -3.25140 -0.93589 -0.92713 -0.10 0.02 0.14 0.14
H 2.83765 -5.73571 2.80079 0.03 -0.02 0.02 0.07
H 1.96993 -4.77349 3.97454 -0.04 0.15 0.06 0.07
H 2.65438 -4.00903 2.53473 0.01 0.09 -0.04 0.07
H 1.07077 -5.55065 1.14842 0.03 0.02 -0.08 0.11
H 0.30203 -5.95438 2.67160 -0.02 -0.13 -0.10 0.11
H -0.95558 -4.06249 2.57859 -0.09 0.00 -0.01 0.12
H 0.48857 -3.06608 2.39746 -0.02 0.14 -0.01 0.11
H -2.18504 -3.50707 -0.25180 -0.04 -0.04 -0.06 0.14
H -2.00020 -2.69548 1.30586 -0.13 -0.07 0.01 0.13
H 0.97705 -2.02635 -0.55210 0.00 -0.12 -0.21 0.14
H 0.12033 1.86775 1.51831 -0.02 -0.05 0.05 0.07
H -0.05305 3.57669 1.24973 -0.04 0.07 -0.08 0.12
H 2.60534 3.18815 0.41634 -0.07 0.05 -0.14 0.08
H 2.08290 3.77317 1.96709 0.02 0.05 0.05 0.08
H 0.83237 0.53194 3.35835 -0.11 0.06 -0.06 0.03
H 1.18742 -0.41505 1.88626 -0.13 0.03 -0.07 0.02
H 2.19541 -0.56270 3.31759 0.02 -0.04 0.03 0.02
H 2.87620 2.47304 4.44546 -0.07 0.03 0.00 0.04
H 4.28066 2.99063 3.52273 0.08 0.02 -0.01 0.04
H 4.22673 1.37659 4.25415 0.02 -0.06 0.02 0.02
H 5.78904 1.01917 2.57123 -0.04 0.07 0.05 0.09
H 7.53582 -0.00490 1.19362 0.05 0.01 0.05 0.09
H 7.00857 -0.93895 -1.00871 0.06 -0.09 -0.11 0.07
H 4.66179 -0.85667 -1.85536 -0.01 0.00 -0.06 0.10
H 2.91729 0.18245 -0.50227 -0.17 0.03 -0.11 0.08
H -3.23131 2.25506 -0.60298 -0.05 -0.04 -0.08 0.13
H -2.17356 2.49848 0.77507 0.09 0.09 -0.08 0.11
H -4.03946 2.77188 2.06807 -0.05 0.08 -0.02 0.11
H -4.78647 1.28611 2.64217 -0.14 0.06 -0.04 0.11
H -2.84134 2.25545 4.04769 -0.06 0.07 0.01 0.11
H -1.78356 1.68740 2.77868 0.04 0.11 0.03 0.08
H -3.71296 -0.37664 3.80275 -0.05 -0.07 -0.07 0.07
H -2.51488 0.16353 4.95939 0.04 -0.02 0.04 0.07
H -1.98217 -0.54513 3.45898 -0.06 -0.10 -0.15 0.06
N 9.40460 -1.33887 -1.57983 0.04 0.01 0.00 0.05
C 10.13645 -1.55634 -0.48942 -0.05 -0.02 0.01 -0.16
C 11.46454 -1.17740 -0.36778 0.01 0.01 -0.02 -0.07
C 12.06775 -0.53829 -1.43900 0.01 0.00 0.00 -0.08
C 11.31927 -0.30599 -2.58133 0.02 -0.01 0.02 -0.07
C 9.99697 -0.72329 -2.60050 -0.05 -0.01 -0.01 -0.15
H 9.63001 -2.06124 0.32664 0.02 0.00 0.01 0.10
H 12.00904 -1.37965 0.54423 -0.01 -0.01 0.01 0.10
H 13.10281 -0.22687 -1.38438 0.00 0.00 0.00 0.11
H 11.74770 0.18894 -3.44182 -0.01 0.00 -0.01 0.10
H 9.37876 -0.55641 -3.47564 0.02 0.01 -0.01 0.11
N 1.34053 -5.11803 -4.27663 0.00 -0.01 0.00 0.05
C 1.32126 -3.78939 -4.20129 0.02 0.02 0.00 -0.15
C 0.21544 -3.05736 -3.79167 -0.09 -0.10 0.03 -0.07
C -0.93590 -3.74919 -3.44170 0.05 0.11 0.02 -0.08
C -0.93237 -5.13219 -3.51617 -0.02 0.01 0.02 -0.07
C 0.22720 -5.76452 -3.93734 0.05 -0.03 -0.01 -0.16
H 2.24015 -3.28608 -4.48211 -0.01 0.03 0.00 0.10
H 0.26393 -1.97758 -3.74474 0.03 0.00 0.00 0.09
H -1.82683 -3.22631 -3.11593 -0.01 0.00 -0.03 0.08
H -1.81312 -5.70246 -3.25389 -0.02 0.02 -0.01 0.09
H 0.27034 -6.84621 -4.00790 -0.02 0.00 0.01 0.10
N 3.88709 -1.51034 5.30509 -0.01 -0.03 -0.03 0.06
C 3.57776 -2.30638 6.32654 -0.03 0.04 0.01 -0.15
C 4.17159 -3.54035 6.54536 0.00 -0.01 -0.02 -0.08
C 5.13802 -3.97519 5.65231 0.00 -0.01 -0.01 -0.08
C 5.46877 -3.15961 4.58262 -0.01 -0.03 0.01 -0.07
C 4.81734 -1.94211 4.45510 -0.02 0.10 -0.05 -0.15
H 2.81589 -1.93397 7.00289 0.01 -0.02 0.02 0.10
H 3.88076 -4.14314 7.39480 -0.01 0.01 0.01 0.10
H 5.62300 -4.93347 5.78685 0.00 0.00 0.00 0.11
H 6.21369 -3.45734 3.85742 0.00 0.01 -0.01 0.10
H 5.04953 -1.27671 3.62896 0.01 -0.05 -0.02 0.09
N -4.40903 -4.15327 -3.37570 0.03 -0.08 -0.03 0.06
C -4.72583 -3.00117 -2.78604 0.04 -0.13 -0.03 -0.15
C -5.73889 -2.16680 -3.23534 -0.01 0.00 0.00 -0.06
C -6.46339 -2.55291 -4.35093 -0.01 0.02 -0.01 -0.08
C -6.14503 -3.75025 -4.97254 0.01 0.01 -0.01 -0.08
C -5.11039 -4.51083 -4.44942 0.01 0.03 0.02 -0.15
H -4.13302 -2.73453 -1.92152 -0.08 0.07 0.01 0.07
H -5.94665 -1.23967 -2.71907 0.03 0.01 0.01 0.10
H -7.26217 -1.93007 -4.73309 0.00 0.00 0.00 0.10
H -6.68253 -4.08695 -5.84845 0.00 -0.01 0.00 0.10
H -4.82547 -5.44909 -4.91294 -0.02 0.00 -0.01 0.10
N -2.69467 3.44391 -6.01316 -0.03 -0.03 -0.01 0.05
C -1.89059 4.04761 -5.14115 0.01 -0.05 0.00 -0.16
C -1.05675 3.36057 -4.27064 0.00 0.02 0.04 -0.07
C -1.06681 1.97595 -4.29795 0.01 -0.05 0.07 -0.07
C -1.90195 1.33209 -5.19831 0.02 0.06 0.06 -0.07
C -2.68823 2.11199 -6.03298 -0.05 0.05 -0.03 -0.16
H -1.91980 5.13176 -5.14098 0.03 0.01 0.01 0.10
H -0.41497 3.88857 -3.57829 -0.02 0.06 -0.03 0.09
H -0.42962 1.41767 -3.62318 0.04 -0.03 -0.09 0.08
H -1.94598 0.25251 -5.25382 0.00 -0.01 -0.02 0.10
H -3.35219 1.64901 -6.75498 0.01 -0.03 0.00 0.10
N -4.12007 7.68060 -0.48935 0.01 -0.01 0.00 0.05
C -5.34784 7.17942 -0.59754 -0.02 0.04 0.01 -0.16
C -5.61271 5.85003 -0.89076 0.02 -0.01 0.02 -0.07
C -4.54304 4.99206 -1.08349 0.02 -0.02 0.00 -0.08
C -3.25694 5.49744 -0.97590 -0.07 0.00 0.00 -0.07
C -3.10249 6.84370 -0.67817 0.01 0.03 0.03 -0.15
H -6.16023 7.88137 -0.44153 -0.02 -0.02 0.00 0.10
H -6.63143 5.49873 -0.96368 -0.08 -0.02 0.01 0.09
H -4.71041 3.94722 -1.31556 -0.01 0.01 -0.01 0.10
H -2.39352 4.86555 -1.11854 0.01 0.02 -0.02 0.08
H -2.11199 7.27565 -0.58352 0.01 -0.02 -0.02 0.10
N -6.89042 3.01161 2.12622 -0.05 0.08 -0.01 0.06
C -7.49339 4.13999 2.49479 0.02 -0.02 0.01 -0.15
C -8.61526 4.65294 1.86054 0.00 -0.01 -0.01 -0.08
C -9.13967 3.95643 0.78380 0.00 0.02 -0.04 -0.08
C -8.51791 2.78454 0.38278 0.00 0.02 0.00 -0.07
C -7.40028 2.35739 1.08471 0.06 -0.06 0.02 -0.15
H -7.05616 4.65607 3.34254 -0.02 0.02 0.00 0.10
H -9.06513 5.57350 2.20606 0.01 0.01 0.01 0.10
H -10.01557 4.32270 0.26342 0.00 -0.01 0.00 0.11
H -8.89003 2.20946 -0.45421 0.01 -0.01 0.00 0.10
H -6.88699 1.44255 0.80412 -0.01 0.01 -0.03 0.11
```
Positions in Å, forces in eV/Å.

orbital gap	0.29555	hartree
highest occupied orbital energy	-9.119	eV
SMILES string	CCCOCC1=CC(=O)C(C(F)(F)CC[Si](C)(C)c2ccccc2)=C(COCCC)C1=O.c1ccncc1.c1ccncc1.c1ccncc1.c1ccncc1.c1ccncc1.c1ccncc1.c1ccncc1
lowest unoccupied orbital energy	-1.1	eV
2S+1	1
net charge	0